1.
Here is a 13-piece molecular cluster, C26H69F6N4O31S8 overall in a non-equilibrium geometry from the OMol25 dataset. Energies are from ωB97M-V/def2-TZVPD.

Geometry as XYZ:
```
144
Properties=species:S:1:pos:R:3:mulliken_charge:R:1
C 0.42757 -19.60957 -37.41134 0.017
F 0.28933 -20.24330 -38.57313 -0.172
F 1.20925 -20.37211 -36.63913 -0.063
F 0.94090 -18.34970 -37.66859 0.146
S -1.31369 -19.56438 -36.56078 0.706
O -1.03371 -19.33924 -35.15086 -0.561
O -2.10714 -18.48312 -37.15944 -0.244
N -1.88981 -21.22702 -36.71708 0.006
S -3.13454 -21.04042 -37.62768 0.127
O -4.18679 -20.50433 -36.80659 -0.115
O -2.99094 -20.49896 -38.96647 -0.363
C -3.43988 -22.92669 -37.95933 -0.010
F -3.39510 -23.67869 -36.84505 -0.251
F -4.63551 -23.10455 -38.50126 -0.277
F -2.60854 -23.45461 -38.93862 -0.127
C 0.26229 -23.77411 -37.77459 -0.425
O 0.03190 -23.07501 -36.54478 -0.575
H 1.31946 -23.93952 -37.98226 0.418
H -0.22912 -24.74655 -37.80580 0.187
H -0.17137 -23.05555 -38.47009 0.033
H -0.67534 -22.43614 -36.65991 0.454
C -3.37118 -20.99508 -33.70155 -0.239
O -2.37262 -21.81465 -34.21341 -0.627
H -4.31693 -21.38320 -34.07972 0.105
H -3.29411 -21.30007 -32.65793 0.345
H -3.24884 -19.91889 -33.82393 -0.086
H -2.14585 -21.54856 -35.10748 0.477
C -1.11428 -26.52281 -39.95659 -0.153
O -0.35804 -27.13719 -38.91362 -0.602
H -2.01482 -26.00292 -39.62968 -0.331
H -0.36526 -25.96386 -40.51752 0.398
H -1.52887 -27.31207 -40.58372 0.259
H 0.45033 -26.65100 -38.73542 0.347
O 1.90212 -17.90055 -32.55306 -0.607
S 2.91898 -18.67992 -33.23479 1.135
O 2.63634 -19.96413 -33.90613 -0.545
O 3.66927 -17.69953 -34.30196 -0.127
C 3.27448 -16.37888 -34.43528 -0.625
C 1.97463 -16.33133 -35.24337 0.308
C 4.39777 -18.87299 -32.13695 -1.135
H 4.03900 -15.99545 -35.11099 0.356
H 3.27087 -15.86235 -33.47544 0.275
H 1.19478 -16.94163 -34.78788 -0.277
H 2.07810 -16.74019 -36.24847 -0.362
H 1.55805 -15.32444 -35.27002 0.460
H 4.53357 -18.00058 -31.49776 0.335
H 5.27517 -19.13507 -32.72820 0.305
H 4.15889 -19.69781 -31.46560 0.404
O -4.11504 -26.95854 -44.41617 -0.622
S -3.94853 -27.38701 -43.05524 1.131
O -3.20374 -28.58739 -42.83948 -0.601
O -3.25640 -26.13341 -42.17850 -0.241
C -3.86330 -24.81760 -42.05792 0.352
C -2.84590 -23.78415 -42.36560 -1.210
C -5.57164 -27.42237 -42.12974 -0.811
H -4.42031 -24.62659 -41.14066 -0.167
H -4.63786 -24.63224 -42.80210 0.476
H -2.49119 -23.32302 -41.44384 0.108
H -3.22474 -23.04581 -43.07230 0.367
H -2.03039 -24.26736 -42.90367 0.341
H -5.31755 -27.59970 -41.08471 0.050
H -6.07557 -28.27801 -42.57925 0.534
H -6.20912 -26.55546 -42.30348 0.271
O -4.25644 -15.58072 -34.02657 -0.564
S -3.16659 -14.63031 -33.97734 1.118
O -3.35468 -13.20320 -33.57451 -0.683
O -1.94480 -15.29522 -33.09885 -0.400
C -1.55004 -16.63160 -33.28258 0.954
C -2.45332 -17.54010 -32.36074 -1.409
C -2.34549 -14.55007 -35.61341 -0.686
H -0.51229 -16.88430 -33.06506 0.192
H -1.69763 -16.89881 -34.32897 -0.444
H -2.09800 -18.55636 -32.19030 0.397
H -3.43541 -17.66040 -32.81804 0.230
H -2.73194 -17.00473 -31.45309 0.418
H -1.43212 -13.95567 -35.59002 0.393
H -3.06992 -13.93702 -36.14957 0.457
H -2.17748 -15.53181 -36.05621 -0.045
O -1.46664 -17.45686 -43.75104 -0.705
S -1.41213 -17.91624 -42.39333 1.231
O -0.40234 -18.90932 -41.95766 -0.610
O -1.36178 -16.63301 -41.39034 -0.519
C -0.93994 -16.90611 -40.10416 0.781
C -0.94455 -15.70056 -39.25545 -1.307
C -3.08328 -18.56704 -41.91334 -0.084
H 0.07742 -17.29613 -40.07306 0.566
H -1.64414 -17.60675 -39.65550 -0.261
H -0.55065 -15.95874 -38.27246 0.003
H -1.86149 -15.11747 -39.16977 0.351
H -0.28811 -14.93328 -39.66589 0.411
H -3.37376 -18.41388 -40.87398 -0.511
H -3.07976 -19.61668 -42.20719 0.318
H -3.80356 -17.99983 -42.50287 0.369
O -7.69460 -23.99545 -38.49900 -0.497
S -7.47900 -24.89261 -39.57058 1.189
O -7.44409 -24.43252 -40.95181 -0.668
O -6.12108 -25.81568 -39.27079 0.000
C -5.87552 -26.21328 -38.01501 0.108
C -4.66019 -27.14077 -37.98890 -1.381
C -8.64894 -26.31837 -39.49673 -1.061
H -6.62825 -26.75254 -37.43995 0.410
H -5.59780 -25.29639 -37.49512 -0.027
H -4.81800 -28.12122 -38.43824 0.416
H -4.39665 -27.46133 -36.98100 0.467
H -3.83532 -26.74674 -38.58255 0.114
H -8.56607 -26.93084 -40.39457 0.308
H -9.68748 -25.98819 -39.47358 0.415
H -8.47819 -26.91621 -38.60145 0.333
O -4.51593 -16.44299 -40.16396 -0.486
S -5.84128 -17.06609 -40.10465 1.110
O -6.08945 -18.16360 -41.05533 -0.618
O -6.01389 -17.64242 -38.55935 -0.077
C -5.30704 -17.07273 -37.53255 0.541
C -5.84329 -17.56023 -36.22383 -0.592
C -7.26646 -15.84056 -40.15806 -1.102
H -5.44368 -15.99134 -37.52842 0.460
H -4.27510 -17.40867 -37.63428 -0.397
H -5.31785 -17.22876 -35.32821 0.003
H -5.81520 -18.64902 -36.26678 -0.227
H -6.87792 -17.22101 -36.17305 0.441
H -7.16705 -15.35856 -41.13063 0.429
H -7.10536 -15.12000 -39.35622 0.318
H -8.24013 -16.31773 -40.04673 0.324
C 4.59194 -21.16487 -36.74912 -0.984
N 4.85793 -19.68522 -36.64309 0.867
O 4.29602 -18.96847 -37.43024 -0.762
O 5.72109 -19.32370 -35.83452 -0.855
H 3.62882 -21.24599 -36.24522 0.190
H 5.37147 -21.75687 -36.26958 0.317
H 4.62944 -21.51328 -37.78125 0.288
C 4.30203 -15.62289 -38.76683 -0.708
N 2.79085 -15.60659 -38.88012 0.912
O 2.19310 -14.88438 -38.09840 -0.565
O 2.23507 -16.41371 -39.54259 -0.477
H 4.63906 -16.06553 -39.70415 0.299
H 4.48525 -16.37619 -38.00064 0.195
H 4.58009 -14.59464 -38.53556 0.276
C -7.22350 -21.35124 -37.48938 0.226
N -7.83972 -20.33344 -38.40619 1.077
O -8.18170 -19.31819 -37.84528 -0.597
O -7.86135 -20.52072 -39.58972 -0.591
H -8.03572 -21.95001 -37.07721 0.323
H -6.69713 -20.83211 -36.68843 0.145
H -6.51553 -21.95819 -38.05373 -0.469
```

**HOMO level (alpha / beta)**: 0.04401 / -0.10496 hartree
**Spin multiplicity**: 2
**Gap between HOMO and LUMO (alpha / beta)**: 1.2 / 5.3 eV
**⟨S²⟩**: 0.75
**LUMO (alpha / beta)**: 2.45 / 2.45 eV
**Strongest force on any atom**: 6.274 eV/Å
**Total charge**: -2

---

2.
Here is C29H38FeN2O2P3 as an isolated structure in a non-equilibrium geometry from the OMol25 dataset. Energies are from ωB97M-V/def2-TZVPD.

Geometry as XYZ:
```
75
Properties=species:S:1:pos:R:3:mulliken_charge:R:1
Fe 0.17040 -0.24502 0.19631 -0.401
P -0.55751 1.88208 0.61033 1.120
C -2.30842 1.46755 0.44648 -1.289
C -2.55799 0.62780 -0.71728 1.170
N -1.57733 -0.30124 -0.95987 0.193
C -1.70180 -1.18207 -1.96621 0.647
C -2.75753 -1.08797 -2.86235 -0.865
C -3.75952 -0.14130 -2.65191 -0.511
C -3.68182 0.70349 -1.55229 -1.048
C -0.65930 -2.25346 -2.04145 -1.450
P 0.14601 -2.42908 -0.38992 1.163
H -4.43831 1.45441 -1.31608 0.530
H -2.77508 -1.77396 -3.70427 0.556
H -4.60049 -0.05539 -3.34374 0.448
H -1.08760 -3.21684 -2.32632 0.614
H 0.12447 -2.00771 -2.76602 0.520
H -2.56771 0.64133 1.81171 -0.051
H -3.02777 2.26325 0.64513 0.681
H -1.71846 -0.51011 2.92221 0.520
O -2.72719 0.22211 2.74682 -0.680
H -3.55435 -0.29615 2.64806 0.394
H -0.23585 -0.93288 2.00130 0.206
O -0.81449 -1.24461 2.87038 -0.532
H -0.18433 -1.23424 3.61422 0.411
C -1.07237 -3.43016 0.51504 -1.397
H -1.33429 -4.30886 -0.09062 0.460
H -0.64664 -3.75046 1.47593 0.385
H -1.98701 -2.85327 0.70382 0.307
C 1.54477 -3.53075 -0.68429 -1.214
H 2.06379 -3.70819 0.26909 0.332
H 1.19938 -4.49247 -1.09880 0.535
H 2.24223 -3.05158 -1.38771 0.308
C -0.14950 2.91361 -0.81380 -1.088
H -0.67505 3.87288 -0.72575 0.457
H 0.93376 3.06570 -0.84151 0.082
H -0.45392 2.41580 -1.74094 0.388
C -0.51827 2.96249 2.05472 -1.187
H 0.51680 3.25649 2.25609 0.183
H -1.12084 3.85834 1.84361 0.559
H -0.91875 2.44609 2.93817 0.334
N 1.73844 0.06156 0.64629 0.059
P 3.31588 0.47973 0.63108 1.522
C 4.36030 -0.75395 1.42478 0.663
C 5.13553 -0.42011 2.55985 -0.532
C 5.90260 -1.39484 3.19700 -0.829
C 5.92584 -2.70811 2.71443 -0.566
C 5.16435 -3.03866 1.58479 -0.857
C 4.37924 -2.07440 0.94914 -0.034
C 3.67632 0.79321 -1.10080 0.237
C 4.01254 -0.27154 -1.95302 -0.134
C 4.00534 -0.07773 -3.33569 -0.950
C 3.70543 1.18246 -3.87407 -0.563
C 3.39712 2.24889 -3.02348 -0.858
C 3.38072 2.06170 -1.64076 -0.259
C 3.58278 2.01918 1.50251 -0.049
C 4.65660 2.86014 1.14761 -0.282
C 4.87285 4.03709 1.86414 -0.794
C 4.02880 4.38548 2.92467 -0.552
C 2.97981 3.53602 3.29097 -0.520
C 2.76935 2.33773 2.60070 -0.952
H 5.12850 0.60319 2.93315 0.383
H 6.48760 -1.12744 4.07863 0.429
H 6.52792 -3.46747 3.21608 0.400
H 5.18436 -4.05612 1.19246 0.448
H 3.77618 -2.34844 0.08261 -0.152
H 4.28787 -1.24347 -1.53776 0.471
H 4.24457 -0.91476 -3.99684 0.468
H 3.71638 1.33236 -4.95804 0.415
H 3.16732 3.23866 -3.43076 0.442
H 3.13929 2.89828 -0.98203 0.511
H 5.30565 2.59175 0.31470 0.581
H 5.70590 4.68743 1.58739 0.438
H 4.19310 5.31671 3.47266 0.426
H 2.32507 3.79995 4.12584 0.462
H 1.97088 1.65204 2.89237 0.734
```

**HOMO level (alpha / beta)**: -0.44048 / -0.50422 hartree
**Spin multiplicity**: 6
**Gap between HOMO and LUMO (alpha / beta)**: 6.7 / 5.6 eV
**⟨S²⟩**: 8.82
**LUMO (alpha / beta)**: -5.32 / -8.17 eV
**Strongest force on any atom**: 5.550 eV/Å
**Total charge**: +2

---

3.
Here is C8H15FN3O as an isolated structure in a non-equilibrium geometry from the OMol25 dataset. Energies are from ωB97M-V/def2-TZVPD.

Geometry as XYZ:
```
28
Properties=species:S:1:pos:R:3:mulliken_charge:R:1
C -2.85442 0.97027 -0.48008 -0.309
C 1.83890 0.97825 -1.18720 -0.649
C 0.30664 0.85305 -1.14625 -0.653
C 2.70661 0.87681 0.06497 -0.662
C 0.71672 -0.08221 1.06874 -1.305
C 0.01185 -0.34905 -0.28552 0.654
C -1.51320 -0.70856 -0.09832 1.297
C -1.77555 -2.10617 0.04164 -1.587
N -2.34682 -0.07895 -0.92901 -0.620
N -1.81060 0.32941 1.52027 -0.452
N 2.12190 -0.23072 0.91972 0.047
O -2.54866 1.27631 0.81618 -0.282
F 0.62346 -1.45868 -0.78840 -0.463
H -3.60018 1.48580 -1.00293 0.509
H 2.13691 0.01506 -1.68649 0.311
H 1.95395 1.92102 -1.80959 0.423
H -0.26791 1.82318 -0.77318 0.382
H -0.11758 0.67811 -2.19869 0.387
H 3.66903 0.69486 -0.35806 0.380
H 2.80513 1.86328 0.76728 0.316
H 0.36486 0.96207 1.42614 0.313
H 0.43238 -0.94353 1.62938 0.567
H -1.31843 -2.42613 0.98191 0.337
H -1.27865 -2.51239 -0.77972 0.405
H -2.79271 -2.22490 -0.01991 0.479
H -2.44482 -0.20349 2.03514 0.272
H 2.43802 -1.13695 0.38387 0.474
H 2.54318 -0.26576 1.88813 0.430
```

**HOMO level**: -0.47043 hartree
**Gap between HOMO and LUMO**: 9.6 eV
**LUMO**: -3.25 eV
**Strongest force on any atom**: 4.847 eV/Å
**Total charge**: +1

---

4.
Here is C26H24F12N3O2PdS2 as an isolated structure in a non-equilibrium geometry from the OMol25 dataset. Energies are from ωB97M-V/def2-TZVPD.

Geometry as XYZ:
```
70
Properties=species:S:1:pos:R:3:mulliken_charge:R:1
Pd 0.00994 -0.19300 1.08067 0.573
C 1.66278 -5.06616 -3.17268 -1.619
C 1.51358 -3.68842 -2.59616 -0.026
C 2.49215 -2.75059 -2.64524 -1.070
C 2.33462 -1.45175 -2.09531 -0.546
C 1.13550 -0.96873 -1.55428 -0.243
N 1.04209 0.18534 -0.87407 1.461
C 1.83456 1.27536 -1.22725 -0.580
C 2.15693 1.46651 -2.59350 0.109
C 3.02697 2.44084 -3.03594 -1.111
C 3.61803 3.31744 -2.13617 0.513
C 4.61733 4.36507 -2.57271 -1.674
C 3.20865 3.22535 -0.81490 -0.683
C 2.29204 2.28468 -0.33694 -0.551
C 1.77572 2.40966 1.12872 1.010
O 0.53539 1.95182 1.33262 -0.736
C 2.87085 1.78977 2.09016 0.399
F 2.94413 0.46527 1.97978 -0.199
F 4.13634 2.24652 1.83997 -0.290
F 2.61404 2.07568 3.38576 -0.305
C 1.67863 3.94336 1.53400 0.337
F 0.89566 4.11152 2.60649 -0.252
F 2.86744 4.54884 1.85142 -0.287
F 1.13457 4.68160 0.54059 -0.279
C -0.05210 -1.89663 -1.49684 0.954
C 0.27357 -3.37149 -1.88417 -0.032
C -1.55258 -1.33096 -1.48763 1.116
O -2.01741 -1.15406 -0.24782 -0.999
C -1.64288 0.01396 -2.35789 0.221
F -1.49108 1.11003 -1.63502 -0.161
F -0.72172 0.03386 -3.35976 -0.283
F -2.84584 0.15791 -2.98725 -0.374
C -2.49676 -2.36810 -2.19486 0.414
F -3.78842 -2.00195 -2.22116 -0.300
F -2.49783 -3.54198 -1.51660 -0.278
F -2.13608 -2.64502 -3.47634 -0.298
H 2.50073 -5.11054 -3.87080 0.402
H 0.75405 -5.37132 -3.70508 0.337
H 1.83814 -5.81107 -2.38514 0.287
H 3.44891 -3.00495 -3.09899 0.291
H 3.20354 -0.81368 -2.02889 0.487
H 1.69431 0.80105 -3.30836 0.428
H 3.24320 2.52299 -4.09941 0.319
H 5.06113 4.10279 -3.53628 0.380
H 5.42527 4.45998 -1.84270 0.367
H 4.15454 5.35271 -2.67674 0.284
H 3.62313 3.94620 -0.12204 0.438
H -0.56444 -3.98287 -2.18444 0.575
S 1.15416 -2.81220 0.88677 -0.280
C 0.23312 -2.91643 -0.46072 -0.448
C -3.16761 2.35330 3.32881 -1.435
C -2.43278 1.74072 2.13837 0.379
N -2.60356 0.28833 2.08302 -0.029
C -1.66306 -0.57828 2.61714 -0.333
S -0.47721 -0.07336 3.72873 -0.191
N -2.01788 -1.91005 2.44280 0.134
C -1.37074 -3.01808 3.11986 -0.485
C -2.08691 -3.37648 4.42391 -1.348
H -3.06706 3.44562 3.32394 0.399
H -2.74099 1.97013 4.25792 0.254
H -4.23200 2.09683 3.29983 0.372
H -1.37844 2.00275 2.17136 -0.264
H -2.83809 2.14043 1.20694 0.397
H -2.91519 -0.05600 1.17774 0.354
H -2.32659 -2.08478 1.49062 0.269
H -0.33674 -2.76823 3.33468 0.308
H -1.36896 -3.86801 2.43740 0.410
H -2.04329 -2.52409 5.10828 0.263
H -1.60594 -4.23722 4.90685 0.408
H -3.13736 -3.61670 4.23342 0.337
```

**HOMO level (alpha / beta)**: -0.03081 / -0.03040 hartree
**Spin multiplicity**: 2
**Gap between HOMO and LUMO (alpha / beta)**: 5.3 / 5.3 eV
**⟨S²⟩**: 0.76
**LUMO (alpha / beta)**: 4.43 / 4.44 eV
**Strongest force on any atom**: 2.046 eV/Å
**Total charge**: -2

---

5.
Here is one molecule with the formula C5H8O2 from the OMol25 dataset. Energies are from ωB97M-V/def2-TZVPD.

Geometry as XYZ:
```
15
Properties=species:S:1:pos:R:3:mulliken_charge:R:1
C 1.89294 -0.35947 0.56047 -1.362
C 0.92906 0.72946 0.22060 0.104
O 0.58107 1.01200 -1.14232 -0.542
C -0.33549 0.32225 -0.32706 0.553
C -1.71504 0.75323 0.07411 -0.429
O -2.21079 -0.57564 -0.15784 -0.417
C -0.94730 -1.02838 -0.67576 -0.456
H 1.62652 -0.79684 1.53311 0.312
H 1.87999 -1.18531 -0.16000 0.385
H 2.87822 0.07456 0.62299 0.371
H 0.95449 1.62922 0.85176 0.408
H -1.83358 1.05719 1.12195 0.274
H -2.13559 1.50348 -0.59626 0.261
H -0.98865 -1.20992 -1.75884 0.228
H -0.59201 -1.93416 -0.16836 0.310
```

**HOMO level**: -0.36126 hartree
**Gap between HOMO and LUMO**: 10.8 eV
**Structure (SMILES)**: C[C@H]1OC12COC2
**Relative energy (zero: lowest compared OMol25 entry of this formula, charge and spin)**: 60.3 kcal per mole
**LUMO**: 0.95 eV
**Strongest force on any atom**: 0.713 eV/Å
**Total charge**: 0

---

6.
Here is one molecule with the formula C5H9NO from the OMol25 dataset. Energies are from ωB97M-V/def2-TZVPD.

Geometry as XYZ:
```
16
Properties=species:S:1:pos:R:3:mulliken_charge:R:1
C -0.71104 -1.55488 1.19907 -1.427
C -0.00037 -0.85982 0.03123 0.568
C -0.74409 0.37080 -0.49689 -0.785
N 0.09768 0.99433 -1.50431 -0.400
C 0.36428 2.22366 -1.38504 -0.312
C 1.39191 -0.45568 0.47587 -0.094
O 2.36288 -1.16701 0.39917 -0.485
H -0.76696 -0.91140 2.08585 0.349
H -0.16687 -2.46330 1.47613 0.377
H -1.73252 -1.83890 0.92388 0.353
H 0.12681 -1.57076 -0.79156 0.222
H -1.68053 0.05451 -0.97157 0.359
H -1.00271 1.06041 0.32840 0.413
H 1.46675 0.56345 0.92215 0.327
H 1.04699 2.68841 -2.09792 0.276
H -0.05220 2.86618 -0.59446 0.260
```

**HOMO level**: -0.35516 hartree
**Gap between HOMO and LUMO**: 10.6 eV
**Structure (SMILES)**: C=NC[C@H](C)C=O
**Relative energy (zero: lowest compared OMol25 entry of this formula, charge and spin)**: 41.7 kcal per mole
**LUMO**: 0.96 eV
**Strongest force on any atom**: 0.500 eV/Å
**Total charge**: 0